No. 1
{"formula": "C40H34N11OTl", "method": "ωB97M-V/def2-TZVPD", "total_charge": 0, "mol_weight_g_mol": 889.171, "e_homo_ha": -0.2303, "elements": ["Tl", "C", "C", "C", "C", "N", "C", "C", "C", "C", "C", "C", "N", "C", "C", "C", "C", "C", "N", "H", "H", "H", "H", "H", "H", "H", "H", "H", "H", "H", "O", "C", "C", "C", "C", "C", "C", "C", "N", "C", "C", "N", "H", "H", "H", "H", "H", "H", "H", "C", "C", "C", "N", "C", "C", "H", "H", "H", "H", "H", "C", "C", "N", "C", "C", "N", "C", "N", "N", "N", "C", "C", "C", "C", "C", "C", "H", "H", "H", "H", "H", "H", "H", "H", "H", "H", "H"], "positions_angstrom": [[0.927, 0.882, -0.519], [4.161, 4.281, 1.897], [4.504, 3.664, 3.088], [4.302, 2.302, 3.224], [3.761, 1.583, 2.158], [3.446, 2.180, 1.009], [3.637, 3.488, 0.887], [3.486, 0.112, 2.247], [3.743, -0.620, 3.406], [3.461, -1.974, 3.414], [2.916, -2.562, 2.288], [2.665, -1.760, 1.178], [2.961, -0.463, 1.169], [2.031, -2.311, -0.062], [1.272, -3.474, -0.033], [0.713, -3.934, -1.217], [0.923, -3.224, -2.383], [1.665, -2.052, -2.312], [2.204, -1.603, -1.184], [4.299, 5.343, 1.749], [4.923, 4.236, 3.906], [4.571, 1.814, 4.149], [3.353, 3.919, -0.069], [4.160, -0.158, 4.289], [3.670, -2.567, 4.296], [2.706, -3.623, 2.267], [1.089, -3.992, 0.898], [0.105, -4.830, -1.218], [0.494, -3.544, -3.322], [1.802, -1.421, -3.183], [-0.564, -0.047, -2.380], [-0.949, 0.282, -3.555], [-2.168, -0.261, -4.072], [-2.675, 0.072, -5.301], [-1.993, 0.971, -6.133], [-0.801, 1.492, -5.687], [-0.245, 1.173, -4.438], [1.049, 1.749, -4.074], [1.757, 1.524, -2.981], [2.909, 2.270, -3.081], [2.918, 2.956, -4.253], [1.737, 2.617, -4.878], [-2.694, -0.956, -3.427], [-3.611, -0.363, -5.633], [-2.390, 1.243, -7.102], [-0.275, 2.172, -6.350], [3.657, 2.243, -2.303], [3.630, 3.630, -4.696], [1.429, 2.964, -5.766], [-1.370, 5.943, -0.494], [-1.270, 5.236, -1.682], [-1.048, 3.867, -1.621], [-0.920, 3.206, -0.471], [-1.017, 3.892, 0.665], [-1.243, 5.260, 0.706], [-1.542, 7.012, -0.505], [-1.366, 5.729, -2.639], [-0.970, 3.268, -2.525], [-0.897, 3.314, 1.578], [-1.319, 5.774, 1.656], [-2.566, -0.815, 0.176], [-2.018, -0.496, 1.524], [-0.807, -0.075, 1.797], [-0.733, 0.056, 3.166], [-1.916, -0.294, 3.733], [-2.738, -0.649, 2.680], [-4.069, -1.185, 2.797], [-4.138, -2.541, 2.295], [-5.100, -2.874, 1.402], [-4.929, -4.080, 1.020], [-3.805, -4.579, 1.647], [-3.187, -5.828, 1.547], [-2.042, -6.024, 2.282], [-1.511, -5.007, 3.103], [-2.109, -3.771, 3.215], [-3.277, -3.582, 2.468], [-1.885, -0.468, -0.603], [-3.542, -0.347, 0.028], [-2.694, -1.894, 0.054], [0.174, 0.390, 3.645], [-2.254, -0.330, 4.756], [-4.787, -0.618, 2.209], [-4.353, -1.144, 3.847], [-3.602, -6.596, 0.908], [-1.529, -6.976, 2.232], [-0.604, -5.203, 3.660], [-1.688, -2.992, 3.835]], "lowdin_charge": [0.89, -0.06, -0.07, -0.02, -0.21, 0.09, -0.13, -0.21, -0.02, -0.05, -0.01, -0.21, 0.12, -0.24, -0.02, -0.06, -0.04, -0.13, 0.07, 0.10, 0.11, 0.10, 0.11, 0.10, 0.11, 0.11, 0.10, 0.11, 0.11, 0.11, -0.26, -0.40, -0.03, -0.11, -0.13, -0.07, -0.11, -0.29, 0.01, -0.16, -0.10, 0.09, 0.10, 0.10, 0.09, 0.09, 0.09, 0.10, 0.13, -0.08, -0.06, -0.13, 0.00, -0.16, -0.07, 0.10, 0.10, 0.11, 0.10, 0.10, 0.02, -0.34, 0.06, -0.14, -0.09, -0.04, -0.07, -0.06, 0.06, 0.07, -0.23, -0.01, -0.09, -0.08, 0.00, -0.17, 0.05, 0.09, 0.08, 0.10, 0.11, 0.14, 0.14, 0.11, 0.10, 0.10, 0.10]}

***

No. 2
{"formula": "C40H34N2O4P2Pt", "method": "ωB97M-V/def2-TZVPD", "total_charge": 0, "mol_weight_g_mol": 863.748, "e_homo_ha": -0.2439, "elements": ["Pt", "N", "C", "C", "O", "N", "C", "C", "O", "O", "H", "H", "H", "H", "H", "H", "O", "C", "C", "C", "C", "C", "C", "P", "C", "C", "C", "C", "C", "C", "C", "C", "C", "C", "C", "C", "C", "C", "C", "C", "C", "C", "P", "C", "C", "C", "C", "C", "C", "C", "C", "C", "C", "C", "C", "H", "H", "H", "H", "H", "H", "H", "H", "H", "H", "H", "H", "H", "H", "H", "H", "H", "H", "H", "H", "H", "H", "H", "H", "H", "H", "H", "H"], "positions_angstrom": [[-0.931, -0.775, 0.583], [-2.178, -2.043, 1.667], [-3.402, -2.330, 0.867], [-3.662, -1.297, -0.236], [-4.791, -1.122, -0.680], [-2.513, -0.764, -0.663], [-2.444, 0.214, -1.730], [-1.196, 1.084, -1.571], [-0.963, 2.008, -2.316], [-0.370, 0.784, -0.563], [-1.734, -2.912, 1.947], [-2.415, -1.536, 2.514], [-4.280, -2.425, 1.501], [-3.233, -3.281, 0.361], [-3.332, 0.846, -1.765], [-2.372, -0.271, -2.710], [0.512, -1.588, 3.365], [1.432, -2.593, 3.281], [2.255, -2.942, 4.348], [3.214, -3.923, 4.168], [3.374, -4.533, 2.931], [2.589, -4.124, 1.868], [1.601, -3.145, 2.012], [0.738, -2.503, 0.512], [2.151, -2.397, -0.641], [3.050, -1.358, -0.396], [4.162, -1.181, -1.202], [4.381, -2.037, -2.276], [3.485, -3.062, -2.535], [2.374, -3.246, -1.718], [-0.219, -3.978, -0.027], [-0.370, -5.117, 0.762], [-1.212, -6.153, 0.365], [-1.897, -6.070, -0.836], [-1.751, -4.939, -1.634], [-0.936, -3.898, -1.226], [-0.205, -1.140, 4.436], [-0.335, -1.811, 5.647], [-1.023, -1.193, 6.681], [-1.571, 0.072, 6.516], [-1.489, 0.685, 5.276], [-0.843, 0.081, 4.199], [-0.919, 0.783, 2.500], [-2.666, 1.300, 2.359], [-3.715, 0.759, 3.098], [-5.037, 1.037, 2.757], [-5.321, 1.865, 1.687], [-4.280, 2.422, 0.951], [-2.966, 2.137, 1.277], [0.041, 2.321, 2.605], [1.357, 2.263, 2.153], [2.180, 3.376, 2.237], [1.684, 4.562, 2.761], [0.365, 4.634, 3.194], [-0.456, 3.518, 3.115], [2.164, -2.430, 5.294], [3.855, -4.195, 4.997], [4.126, -5.298, 2.788], [2.754, -4.555, 0.887], [2.870, -0.672, 0.427], [4.849, -0.368, -1.002], [5.246, -1.896, -2.913], [3.646, -3.726, -3.375], [1.686, -4.055, -1.931], [0.164, -5.203, 1.699], [-1.321, -7.025, 0.999], [-2.551, -6.875, -1.147], [-2.297, -4.856, -2.566], [-0.876, -2.998, -1.829], [0.097, -2.791, 5.787], [-1.118, -1.707, 7.631], [-2.076, 0.564, 7.337], [-1.961, 1.650, 5.129], [-3.522, 0.109, 3.944], [-5.840, 0.595, 3.334], [-6.348, 2.067, 1.412], [-4.489, 3.060, 0.102], [-2.164, 2.542, 0.668], [1.727, 1.344, 1.709], [3.199, 3.324, 1.875], [2.320, 5.436, 2.816], [-0.027, 5.564, 3.586], [-1.491, 3.589, 3.431]], "lowdin_charge": [0.97, -0.09, -0.11, -0.57, 0.02, -0.14, -0.13, -0.62, 0.06, -0.28, 0.08, 0.06, 0.12, 0.11, 0.12, 0.13, -0.06, -0.25, -0.01, -0.07, -0.07, -0.08, -0.27, 0.98, -0.36, -0.09, -0.07, -0.08, -0.08, -0.08, -0.38, -0.09, -0.08, -0.08, -0.07, -0.12, -0.26, -0.01, -0.07, -0.08, -0.09, -0.26, 1.02, -0.37, -0.11, -0.08, -0.07, -0.06, -0.10, -0.34, -0.08, -0.07, -0.08, -0.08, -0.08, 0.11, 0.11, 0.11, 0.12, 0.10, 0.11, 0.10, 0.10, 0.10, 0.10, 0.10, 0.10, 0.11, 0.11, 0.11, 0.11, 0.11, 0.11, 0.09, 0.10, 0.11, 0.11, 0.11, 0.09, 0.10, 0.10, 0.10, 0.10]}

***

Quick rundown of E_tot, same order as above: -2394.75534 -2757.21094 hartree
Quick rundown of energy relative to the best compared isomer or geometry (same formula, charge and spin), same order as above: 0.0 105.2 kJ/mol
Quick rundown of E_LUMO, same order as above: 0.17 0.21 eV